2 unconnected molecules or ions with the total composition C2H7N2P. Source: the OMol25 dataset; level of theory: wB97M-V/def2-TZVPD.

The geometry in XYZ format:
```
12
Properties=species:S:1:pos:R:3:forces:R:3
H -0.3102 -2.1470 -1.6653 0.268 1.728 1.325
N 2.5897 1.1335 -0.7864 -0.269 -0.145 0.129
H -0.6224 -2.0779 0.0951 -0.666 -0.777 1.695
H -1.2621 0.4561 1.5764 0.330 -0.496 0.203
H -2.7639 0.8830 2.1069 -0.112 -0.276 0.577
P 1.5761 0.3597 -1.7071 0.810 0.421 -0.141
C 0.8506 -0.6982 -0.4566 0.096 0.072 0.122
C -0.0932 -1.6074 -0.6623 0.529 -1.050 -2.883
H -2.3691 1.0893 0.5902 0.102 0.086 -0.407
H 3.1584 1.8999 -1.1377 -0.250 -0.247 -0.421
N -1.9908 1.1364 1.5222 -0.311 0.685 -0.386
H 1.2369 -0.4273 0.5244 -0.527 -0.002 0.186
```
Positions in Å, forces in eV/Å.

Properties
energy relative to the best compared isomer or geometry (same formula, charge and spin): 32.9 kcal/mol
gap between HOMO and LUMO: 8.74 eV
2S+1: 1
structure (SMILES): [H]/N=P/C=C.N
charge: 0
highest occupied orbital energy: -9.149 eV
maximum force: 0.061 Eh/bohr

Atom charges from the Mulliken analysis, given in e for atoms 1 to 6: 0.18 -0.48 0.29 0.21 0.22 0.07

---

A gas-phase ion, C2H7N2P2 (charge +1). Source: the OMol25 dataset; level of theory: wB97M-V/def2-TZVPD.

The geometry in XYZ format:
```
13
Properties=species:S:1:pos:R:3:forces:R:3
H 1.2854 -1.6090 -1.3810 0.248 0.064 -0.138
H -1.2739 1.3410 -1.1285 -0.117 0.249 -0.093
H -3.1789 -0.6407 3.5609 -0.222 -0.268 0.091
C -1.6700 0.2478 2.4817 -1.223 -0.075 1.858
H 2.6036 -0.5801 -1.3142 -0.229 -0.176 -0.102
P -0.7079 0.1119 -0.7963 0.570 -0.646 -0.874
N 1.7065 -0.7628 -1.7839 0.029 0.073 -0.029
H 1.9044 -0.9423 -2.7777 -0.022 -0.062 0.289
C 0.7435 0.3552 -1.6442 -0.882 0.125 0.391
H 1.0844 1.2762 -2.0805 0.240 0.070 -0.035
H 0.4736 0.1528 1.9757 0.259 -0.219 0.077
P -0.5204 1.0383 1.5448 0.660 0.780 -0.315
N -2.4503 0.0117 3.3431 0.688 0.083 -1.120
```
Positions in Å, forces in eV/Å.

Properties
energy relative to the best compared isomer or geometry (same formula, charge and spin): 59.6 kcal/mol
gap between HOMO and LUMO (alpha / beta): 7.42 / 7.42 eV
2S+1: 1
structure (SMILES): N=C=[PH]=[PH]=C[NH3+]
charge: +1
highest occupied orbital energy (alpha / beta): -11.510 / -11.510 eV
maximum force: 0.043 Eh/bohr

Atom charges from the Mulliken analysis, given in e for atoms 1 to 6: 0.37 0.11 0.32 0.43 0.35 -0.19

---

Q: Which value of energy relative to the best compared isomer or geometry (same formula, charge and spin) does entry 1 give?
A: 32.9 kcal/mol

---

Q: Which value of charge does entry 2 give?
A: +1